A molecular structure, C38H32I2N7O2SeY, computed with wB97M-V/def2-TZVPD.

Computed properties:
* net charge: 0
* gap between HOMO and LUMO (spin up / spin down): 5.12 / 4.90 eV
* DFT total energy: -5036.3367 Eh
* E_LUMO (spin up / spin down): -1.9 / -2.1 eV
* max |F|: 0.005 Eh/bohr
* energy relative to the best compared isomer or geometry (same formula, charge and spin): 2.812 eV
* 2S+1: 1
* HOMO energy (spin up / spin down): -7.0 / -7.0 eV

Element x y z (Å)
1 Y 0.034 0.934 0.012
2 O -2.423 4.209 0.043
3 C -1.836 3.762 0.998
4 N -2.512 1.499 0.646
5 C -3.044 0.209 1.051
6 C -3.927 0.026 2.108
7 C -4.355 -1.247 2.441
8 C -3.901 -2.342 1.719
9 C -3.019 -2.162 0.671
10 C -2.577 -0.884 0.330
11 N -1.620 -0.617 -0.672
12 C -1.838 -1.182 -1.876
13 O -2.773 -1.907 -2.195
14 C -0.799 -0.845 -2.914
15 C -0.885 -1.484 -4.143
16 C 0.053 -1.196 -5.113
17 C 1.042 -0.273 -4.813
18 C 1.051 0.315 -3.565
19 N 0.150 0.048 -2.608
20 C -0.561 4.333 1.512
21 C -0.440 5.617 2.004
22 C 0.806 6.011 2.475
23 C 1.857 5.113 2.418
24 C 1.640 3.853 1.876
25 N 0.449 3.464 1.433
26 H -4.278 0.868 2.683
27 H -5.038 -1.384 3.269
28 H -4.230 -3.339 1.979
29 H -2.659 -3.010 0.110
30 H -1.690 -2.189 -4.293
31 H 0.015 -1.682 -6.080
32 H 1.806 -0.005 -5.530
33 H 1.812 1.037 -3.314
34 H -1.296 6.278 2.012
35 H 0.950 7.005 2.875
36 H 2.844 5.375 2.773
37 H 2.448 3.140 1.781
38 C -3.862 3.346 3.564
39 C -2.846 2.979 4.540
40 C -1.763 2.272 4.181
41 C -1.535 1.911 2.804
42 C -2.415 2.506 1.721
43 C -3.713 3.069 2.268
44 N -0.564 1.150 2.406
45 N 0.258 0.638 3.343
46 C 1.464 0.327 2.844
47 C 2.385 -0.330 3.710
48 C 3.656 -0.580 3.289
49 C 4.056 -0.185 1.996
50 C 3.120 0.401 1.198
51 N 1.842 0.645 1.572
52 H -4.772 3.820 3.911
53 H -3.001 3.254 5.575
54 H -1.030 1.935 4.899
55 H -3.043 1.881 -0.134
56 H -4.464 3.333 1.534
57 H 2.037 -0.607 4.695
58 H 4.356 -1.077 3.949
59 H 5.066 -0.324 1.641
60 H 3.375 0.726 0.198
61 C 2.373 -4.828 -5.181
62 C 1.967 -4.181 -3.886
63 C 0.877 -4.637 -3.161
64 C 0.489 -4.048 -1.963
65 C -0.719 -4.602 -1.256
66 C 1.214 -2.938 -1.481
67 Se 0.695 -2.131 0.148
68 C 2.349 -2.488 -2.190
69 C 3.216 -1.379 -1.671
70 C 2.698 -3.112 -3.373
71 H 1.610 -5.519 -5.537
72 H 3.304 -5.387 -5.063
73 H 2.545 -4.077 -5.955
74 H 0.308 -5.481 -3.535
75 H -0.937 -5.608 -1.615
76 H -1.590 -3.980 -1.471
77 H -0.586 -4.633 -0.176
78 H 2.648 -0.460 -1.518
79 H 4.021 -1.158 -2.371
80 H 3.659 -1.646 -0.710
81 H 3.568 -2.757 -3.915
82 I 1.724 3.010 -1.528
83 I 4.702 3.601 -0.397